An isolated ion of composition C6H6N and charge +1 in a non-equilibrium geometry, computed with the ωB97M-V functional and the def2-TZVPD basis.

Positions of all 13 atoms, in Å:
C -0.1997 0.4870 1.7806
C 1.0639 0.5694 1.2298
C -1.5253 0.3768 2.1929
C -1.3170 0.0245 0.9072
C -0.8284 -0.2569 -0.4201
C 1.5011 -0.1642 -1.4036
N 0.5863 0.0083 -0.3672
H -2.2411 0.4895 2.9787
H -1.0443 -1.2886 -0.7366
H -1.3383 0.4007 -1.1472
H 1.0101 -0.2530 -2.3746
H 2.2146 0.6666 -1.3982
H 2.1182 -1.0602 -1.2417

Calculated values
spin multiplicity: 3
HOMO (alpha / beta): -13.683 / -14.089 eV
gap between HOMO and LUMO (alpha / beta): 9.5 / 6.9 eV
E_LUMO (alpha / beta): -4.17 / -7.19 eV
total charge: +1

C33H33AsCl2CoNO4PS as an isolated structure, computed with the ωB97M-V functional and the def2-TZVPD basis.

Positions of all 77 atoms, in Å:
Co 1.2934 -0.6676 -0.2053
Cl 6.1198 -0.2853 0.3222
C 4.8964 -0.1872 1.5290
C 5.2570 0.0637 2.8676
C 4.3127 0.1692 3.8479
Cl 4.7897 0.4776 5.4819
C 2.9379 0.0337 3.5326
C 1.8706 0.1396 4.4441
C 0.5827 0.0014 3.9966
C 0.3473 -0.2423 2.6381
N 1.3203 -0.3588 1.7596
C 2.6082 -0.2245 2.1888
C 3.5759 -0.3501 1.1646
O 3.1526 -0.5920 -0.0543
H 6.3047 0.1754 3.1106
H 2.0790 0.3309 5.4879
H -0.2560 0.0812 4.6732
H -0.6617 -0.3293 2.2636
S 1.6450 -1.2795 -2.2637
C 0.0931 -1.6572 -3.0251
C 0.0547 -1.8923 -4.3984
C -1.1326 -2.2694 -5.0052
C -2.2996 -2.4146 -4.2613
C -2.2750 -2.1658 -2.8989
C -1.0851 -1.7851 -2.2917
As -0.8959 -1.4288 -0.4236
C -0.8553 -3.1221 0.4973
C -1.9937 -3.7563 0.9827
C -1.8781 -4.9897 1.6092
C -0.6344 -5.5892 1.7428
C 0.5002 -4.9639 1.2449
C 0.3938 -3.7301 0.6226
C -2.5249 -0.5389 0.0901
C -3.0044 -0.5891 1.3982
C -4.1152 0.1579 1.7628
C -4.7599 0.9494 0.8223
C -4.2986 0.9838 -0.4862
C -3.1821 0.2459 -0.8531
H 0.9594 -1.7841 -4.9827
H -1.1495 -2.4528 -6.0715
H -3.2184 -2.7226 -4.7411
H -3.1794 -2.2711 -2.3105
H -2.9702 -3.3063 0.8613
H -2.7631 -5.4855 1.9853
H -0.5501 -6.5518 2.2292
H 1.4679 -5.4386 1.3368
H 1.2825 -3.2567 0.2162
H -2.5353 -1.2278 2.1366
H -4.4844 0.1089 2.7787
H -5.6306 1.5254 1.1061
H -4.8101 1.5848 -1.2271
H -2.8209 0.2862 -1.8716
C -1.0462 3.9913 0.9009
C -0.8253 2.4997 0.8400
O 0.4930 2.2429 0.3052
P 0.8853 1.2628 -0.8805
O 2.1059 1.9957 -1.5309
C 3.2882 2.3896 -0.7679
C 3.5442 3.8556 -1.0060
O -0.2498 1.3618 -1.9610
C -0.3695 2.5480 -2.8119
C -1.8038 2.6821 -3.2483
H -1.9974 4.2001 1.3918
H -1.0760 4.4264 -0.0985
H -0.2512 4.4721 1.4697
H -1.5754 2.0095 0.2185
H -0.8606 2.0578 1.8363
H 4.0999 1.7574 -1.1202
H 3.1235 2.1846 0.2903
H 3.6998 4.0525 -2.0661
H 4.4411 4.1595 -0.4655
H 2.7065 4.4568 -0.6521
H 0.3016 2.3931 -3.6545
H -0.0299 3.4195 -2.2515
H -2.1245 1.7976 -3.7993
H -1.8977 3.5460 -3.9066
H -2.4628 2.8292 -2.3922

Calculated values
spin multiplicity: 1
HOMO (alpha / beta): -10.249 / -10.249 eV
gap between HOMO and LUMO (alpha / beta): 6.6 / 6.6 eV
E_LUMO (alpha / beta): -3.62 / -3.62 eV
total charge: +1